Entry 1:
# C4H5N3O

A structure of composition C4H5N3O (the ωB97M-V functional and the def2-TZVPD basis, OMol25).

The geometry in XYZ format:
```
13
Properties=species:S:1:pos:R:3:nbo_charge:R:1
C 1.750 -0.460 -0.205 0.54
C -1.663 -0.966 -0.192 0.28
C -1.147 1.408 -0.175 -0.05
C -0.061 1.141 0.567 -0.06
H 1.916 -1.488 -0.354 0.11
H -0.210 -2.379 0.867 0.33
H -2.590 -1.867 -0.114 0.23
H -1.388 2.458 -0.344 0.23
H 0.596 1.964 1.139 0.24
N 0.536 -0.227 0.438 -0.32
N -0.306 -1.191 0.209 -0.44
N -1.995 0.260 -0.381 -0.53
O 2.595 0.336 -0.379 -0.55
```

HOMO energy, hartree: -0.29501
2S+1: 1
Relative energy (zero: lowest compared OMol25 entry of this formula, charge and spin), kcal per mole: 144.2
F_max, hartree/bohr: 0.20371
Calculated total energy, eV: -10741.3630



Entry 2:
# C3H3N3O

An isolated molecule of C3H3N3O (the ωB97M-V functional and the def2-TZVPD basis, OMol25).

The geometry in XYZ format:
```
10
Properties=species:S:1:pos:R:3:nbo_charge:R:1
C 0.148 -0.382 -1.161 0.58
C 0.028 -0.341 1.212 0.10
C -0.295 1.142 1.045 -0.07
H 0.143 -1.988 -1.584 0.36
H 0.131 -0.745 2.147 0.20
H -0.303 1.736 1.914 0.22
N 0.082 -1.144 -2.168 -0.60
N 0.400 -0.960 0.154 -0.43
N -0.375 1.684 -0.196 -0.04
O 0.040 0.999 -1.363 -0.30
```

HOMO energy, hartree: -0.37068
2S+1: 1
Relative energy (zero: lowest compared OMol25 entry of this formula, charge and spin), kcal per mole: 90.3
F_max, hartree/bohr: 0.10618
Calculated total energy, eV: -9673.5388



Entry 3:
# C3H7INS2

A cluster of 2 separate species, C3H7INS2 in total (the ωB97M-V functional and the def2-TZVPD basis, OMol25).

The geometry in XYZ format:
```
14
Properties=species:S:1:pos:R:3:nbo_charge:R:1
C -1.137 0.419 -0.101 -0.72
C -0.613 0.856 2.409 -0.59
C 1.272 -0.616 -0.489 -0.10
N 1.303 -0.689 -1.835 -0.71
S -1.511 -0.093 -1.699 0.19
S -1.510 -0.162 1.432 0.70
I 2.301 0.890 0.480 0.31
H -0.656 1.458 -0.110 0.26
H 0.221 1.420 2.155 0.23
H -0.936 0.684 3.476 0.25
H 1.285 -1.664 -0.145 0.22
H 0.757 -1.464 -2.162 0.41
H 1.082 0.194 -2.314 0.41
H -1.857 -1.233 -1.096 0.14
```

HOMO energy (spin up / spin down), hartree: -0.42188 / -0.44250
2S+1: 1
Relative energy (zero: lowest compared OMol25 entry of this formula, charge and spin), kcal per mole: 55.3
Charge: +1
F_max, hartree/bohr: 0.08386
Calculated total energy, eV: -34474.4402



Entry 4:
# C22H43N2P3SeTi

A structure of composition C22H43N2P3SeTi (the ωB97M-V functional and the def2-TZVPD basis, OMol25).

The geometry in XYZ format:
```
72
Properties=species:S:1:pos:R:3:mulliken_charge:R:1
Ti -0.074 0.137 0.640 -0.61
P 0.230 2.301 2.159 1.18
P -2.441 0.884 0.477 1.25
P 2.406 0.258 0.482 0.84
H -1.400 -2.633 -6.873 0.45
C -0.575 -3.336 -6.712 -0.70
C -0.734 -4.334 -5.843 -0.47
H -1.721 -4.573 -5.386 0.30
C 0.404 3.921 1.283 -1.26
C -1.077 2.778 3.375 -1.11
C 1.690 2.399 3.292 -1.30
C -3.053 -0.204 -0.861 -1.19
C -3.681 0.624 1.796 -1.24
C -2.874 2.562 -0.132 -1.09
C 2.733 -0.981 -0.823 -1.03
C 3.476 -0.313 1.855 -1.13
C 3.261 1.757 -0.138 -0.97
H 0.350 -3.120 -7.276 0.30
H 0.085 -5.013 -5.551 0.29
H 0.457 4.734 2.020 0.54
H -0.458 4.082 0.629 0.30
H 1.314 3.921 0.675 0.30
H -0.766 3.682 3.914 0.57
H -1.219 1.975 4.104 0.35
H -2.024 2.974 2.867 0.34
H 1.598 3.278 3.940 0.55
H 2.625 2.463 2.732 0.43
H 1.705 1.502 3.915 0.43
H -4.148 -0.146 -0.867 0.49
H -2.740 -1.238 -0.673 0.42
H -2.645 0.103 -1.828 0.36
H -4.629 1.108 1.522 0.53
H -3.327 1.035 2.746 0.31
H -3.827 -0.454 1.919 0.45
H -3.965 2.630 -0.197 0.55
H -2.422 2.722 -1.116 0.26
H -2.493 3.331 0.545 0.30
H 3.818 -1.118 -0.907 0.49
H 2.311 -0.645 -1.775 0.35
H 2.263 -1.937 -0.563 0.36
H 4.505 -0.412 1.486 0.53
H 3.110 -1.277 2.216 0.39
H 3.435 0.384 2.695 0.34
H 4.331 1.538 -0.219 0.53
H 3.105 2.607 0.532 0.30
H 2.851 2.015 -1.119 0.25
C 0.082 0.707 -3.444 1.11
C -0.268 -0.639 -3.559 -0.27
C -0.261 -1.253 -4.798 -0.34
C 0.165 -0.554 -5.917 -0.08
C 0.583 0.771 -5.812 -1.14
C 0.544 1.397 -4.568 -0.63
Se 0.047 1.716 -1.715 0.17
H -0.023 0.200 -1.409 -0.19
H -0.525 -1.200 -2.671 0.53
H -0.591 -2.290 -4.874 0.03
H 0.177 -1.045 -6.877 0.33
H 0.923 1.295 -6.701 0.43
H 0.883 2.412 -4.464 0.45
N -0.014 -3.931 5.548 -0.40
C -0.048 -3.022 4.548 1.08
C 0.670 -3.229 3.349 -1.02
C 0.557 -2.318 2.309 -0.69
N -0.228 -1.221 2.400 0.09
C -0.917 -0.997 3.550 -0.35
C -0.873 -1.881 4.616 -1.05
H 0.583 -4.741 5.496 0.24
H -0.540 -3.766 6.416 0.25
H 1.261 -4.124 3.214 0.45
H 1.073 -2.448 1.356 0.78
H -1.524 -0.087 3.564 0.33
H -1.506 -1.725 5.482 0.43
```

HOMO energy (spin up / spin down), hartree: -0.65134 / -0.64999
2S+1: 1
Relative energy (zero: lowest compared OMol25 entry of this formula, charge and spin), kcal per mole: 0.0
Charge: +4
F_max, hartree/bohr: 0.06033
Calculated total energy, eV: -142777.0531



Entry 5:
# C38H51N7ORe

A structure of composition C38H51N7ORe (the ωB97M-V functional and the def2-TZVPD basis, OMol25).

The geometry in XYZ format:
```
98
Properties=species:S:1:pos:R:3:mulliken_charge:R:1
Re 0.457 -0.760 -0.071 2.14
C -2.699 -0.902 -1.321 -1.12
N -1.466 -1.692 -1.384 0.31
C -1.006 -1.744 -2.777 -1.06
C -0.221 -0.513 -3.119 0.67
C -0.217 0.011 -4.398 -1.40
C 0.587 1.104 -4.681 -0.58
C 1.367 1.639 -3.669 -0.99
C 1.313 1.066 -2.417 0.06
N 0.526 0.011 -2.130 -0.14
C -1.652 -3.036 -0.844 -1.40
C -0.317 -3.709 -0.707 0.78
C -0.211 -5.085 -0.752 -0.99
C 1.034 -5.677 -0.610 -0.62
C 2.140 -4.861 -0.447 -0.90
C 1.961 -3.492 -0.424 -0.50
N 0.755 -2.908 -0.543 0.26
C -3.086 -0.526 0.085 0.43
C -4.393 -0.175 0.394 -1.13
C -4.693 0.200 1.692 -0.61
C -3.678 0.202 2.638 -1.05
C -2.408 -0.164 2.238 -0.27
N -2.106 -0.520 0.985 0.77
H -3.525 -1.441 -1.800 0.57
H -2.540 0.007 -1.904 0.21
H -1.841 -1.875 -3.471 0.50
H -0.350 -2.607 -2.904 0.40
H -0.838 -0.440 -5.162 0.56
H 0.604 1.530 -5.677 0.49
H 2.013 2.491 -3.838 0.53
H 1.909 1.435 -1.593 0.45
H -2.311 -3.639 -1.479 0.63
H -2.123 -2.951 0.135 0.52
H -1.100 -5.684 -0.903 0.56
H 1.137 -6.755 -0.639 0.50
H 3.137 -5.269 -0.347 0.55
H 2.792 -2.814 -0.298 0.42
H -5.159 -0.207 -0.370 0.55
H -5.704 0.475 1.965 0.48
H -3.867 0.475 3.668 0.52
H -1.589 -0.173 2.950 0.36
C 4.559 0.833 -0.212 -1.90
C 3.691 -0.121 0.624 3.29
C 4.532 -1.373 0.941 -2.03
C 3.374 0.571 1.946 -1.62
C 2.482 -0.527 -0.207 -1.70
H 5.485 1.084 0.313 0.44
H 4.029 1.768 -0.414 0.34
H 4.829 0.378 -1.168 0.42
H 5.445 -1.102 1.480 0.48
H 4.834 -1.890 0.025 0.43
H 3.972 -2.078 1.566 0.29
H 4.299 0.771 2.494 0.62
H 2.744 -0.052 2.589 -0.08
H 2.883 1.532 1.784 0.37
H 2.831 -0.900 -1.181 0.95
C 2.341 -3.340 4.128 -1.51
C 0.972 -2.642 4.175 1.55
C -0.155 -3.648 4.452 -1.66
C 0.970 -1.511 5.214 -1.56
C 0.737 -2.030 2.852 -0.12
N 0.554 -1.554 1.825 0.17
H 2.519 -3.814 5.094 0.46
H 3.144 -2.626 3.941 0.31
H 2.366 -4.113 3.359 0.37
H 0.006 -4.082 5.440 0.46
H -0.153 -4.457 3.720 0.36
H -1.133 -3.165 4.447 0.35
H 1.171 -1.946 6.194 0.45
H 0.001 -1.010 5.259 0.37
H 1.748 -0.774 5.005 0.34
C -3.181 2.699 -2.862 -0.89
C -3.006 3.527 -1.599 -0.76
N -1.929 4.499 -1.724 0.26
C -2.106 5.584 -2.705 -0.90
C -1.196 5.438 -3.915 -1.00
C -0.855 4.589 -0.907 0.22
O -0.057 5.511 -0.943 -0.62
C -0.592 3.508 0.117 0.39
C -0.336 3.881 1.432 -0.89
C 0.078 2.913 2.324 -1.70
C 0.294 1.626 1.870 -0.46
N 0.084 1.257 0.600 0.07
C -0.397 2.192 -0.246 -0.01
H -3.977 1.962 -2.727 0.36
H -2.253 2.186 -3.133 0.06
H -3.458 3.326 -3.710 0.49
H -2.818 2.891 -0.734 0.40
H -3.933 4.066 -1.388 0.40
H -1.913 6.529 -2.201 0.47
H -3.155 5.574 -3.002 0.44
H -0.151 5.476 -3.610 0.31
H -1.372 6.255 -4.616 0.40
H -1.383 4.497 -4.439 0.21
H -0.440 4.917 1.728 0.59
H 0.277 3.149 3.361 0.57
H 0.658 0.862 2.536 0.81
H -0.591 1.876 -1.263 0.69
```

HOMO energy (spin up / spin down), hartree: -0.40378 / -0.47677
2S+1: 4
Relative energy (zero: lowest compared OMol25 entry of this formula, charge and spin), kcal per mole: 0.0
Charge: +2
F_max, hartree/bohr: 0.00954
Calculated total energy, eV: -54829.3284



- What is the relative energy (zero: lowest compared OMol25 entry of this formula, charge and spin) in the third record?
  55.3 kcal per mole